[1]
Formula: C35H57CrO3PSi2
Source: OMol25
Level of theory: the ωB97M-V functional and the def2-TZVPD basis

Geometry (Å):
O  -0.83751  -2.61030  -2.84075
O  -1.78147  -0.50012  -3.49122
C  0.28108  -3.56382  -3.04658
C  1.32793  -3.31864  -1.99926
H  0.69542  -3.36937  -4.04571
H  -0.02425  -4.61566  -2.96673
H  1.67172  -2.28382  -1.93261
H  2.17561  -3.92528  -2.28528
H  1.05407  -3.62125  -0.99803
C  -1.71939  -2.91425  -1.68454
C  -2.96342  -3.65340  -2.04026
H  -1.85500  -1.89842  -1.24989
H  -1.02865  -3.37192  -0.94315
H  -3.49628  -3.12103  -2.81399
H  -3.56715  -3.62043  -1.14468
H  -2.67874  -4.68404  -2.23753
C  -3.03722  0.32675  -3.47539
C  -1.59363  -0.93854  -4.88039
C  -3.65132  0.29766  -2.12647
H  -3.78516  -0.01621  -4.21177
H  -2.79080  1.35251  -3.75863
H  -4.04354  -0.69784  -1.85557
H  -4.52447  0.95940  -2.08685
H  -3.01495  0.64174  -1.30795
C  -2.47591  -2.04222  -5.31496
H  -0.58544  -1.28361  -4.93846
H  -1.68614  -0.13462  -5.60317
H  -2.33913  -2.94737  -4.70865
H  -2.32460  -2.38892  -6.35596
H  -3.53522  -1.78348  -5.27736
H  -1.10032  -0.99021  -2.83914
Cr  0.73050  1.08081  0.15548
C  -0.03065  0.20516  -1.43142
Si  0.87263  1.34311  -2.59453
H  -1.12079  0.29252  -1.12496
H  0.37044  -0.83964  -1.08783
C  2.18550  0.30165  -3.40324
C  1.45252  2.94302  -1.84449
C  -0.12793  2.01974  -4.00655
C  2.84651  0.84895  0.05770
Si  3.95251  1.98070  1.17091
H  3.46344  0.91235  -0.89868
H  3.06528  -0.19966  0.31638
C  4.64840  3.27790  -0.05312
C  5.37409  0.86187  1.81514
C  3.28772  2.94064  2.61863
H  0.47499  2.76067  -4.53872
H  -1.03903  2.53155  -3.68759
H  -0.40610  1.26314  -4.75104
H  3.06383  0.12164  -2.77903
H  2.55484  0.77024  -4.31969
H  1.80120  -0.67477  -3.73099
H  1.82455  2.93351  -0.82443
H  0.66104  3.69153  -1.88404
H  2.26120  3.32026  -2.47071
H  5.78557  0.25392  1.00288
H  5.00582  0.18896  2.59940
H  6.20457  1.43349  2.24942
H  2.45149  2.39800  3.09818
H  2.98681  3.93598  2.30747
H  4.10364  3.10625  3.37594
H  5.53609  3.77426  0.37973
H  3.88767  4.05047  -0.23355
H  4.92621  2.80670  -1.01383
O  1.66476  0.23838  2.99969
C  0.79262  -0.03624  2.10301
C  0.03156  -1.30950  2.16855
C  0.68536  -2.44079  1.66517
C  0.03784  -3.69417  1.81032
C  -1.23721  -3.77925  2.38201
C  -1.87977  -2.64527  2.81737
C  -1.25866  -1.39531  2.71009
P  -2.27040  0.10722  3.17949
C  -1.86257  0.30021  4.94246
C  -2.93236  0.50250  5.85706
C  -2.68159  0.42083  7.23032
C  -1.38279  0.13664  7.68869
C  -0.30999  0.03609  6.78935
C  -0.55423  0.09759  5.39335
C  -1.29954  1.46022  2.34967
C  -0.83225  2.57190  3.10120
C  -0.03327  3.58455  2.46746
C  0.18889  3.56612  1.07491
C  -0.64254  2.71333  0.27528
C  -1.31431  1.54089  0.91281
H  1.69049  -2.38321  1.28597
H  0.60651  -4.58960  1.55990
H  -1.71460  -4.79369  2.46343
H  -2.86581  -2.72417  3.28575
H  -3.91585  0.72175  5.43649
H  -3.48106  0.57967  7.95127
H  -1.17298  0.06747  8.77365
H  0.72823  -0.10825  7.11593
H  0.25526  0.00572  4.68082
H  -0.96311  2.56312  4.21471
H  0.38651  4.39770  3.04253
H  0.90715  4.31471  0.59886
H  -1.07410  3.03271  -0.66774
H  -2.11690  1.02202  0.33227

2S+1: 4
frontier orbital gap (alpha / beta): 6.81 / 7.15 eV
DFT total energy: -96815.9532 eV
charge: +1
E_HOMO (alpha / beta): -10.04 / -10.28 eV
energy above the lowest of the compared OMol25 structures with the same formula, charge and spin: 226.00 kJ/mol

[2]
Formula: C35H57N3O19
Source: OMol25
Level of theory: the ωB97M-V functional and the def2-TZVPD basis

Geometry (Å):
C  0.71846  -23.50218  -13.85705
C  2.15739  -23.43558  -13.39642
O  2.20441  -23.07624  -12.01051
C  1.92170  -21.83548  -11.63176
C  1.86892  -21.71750  -10.11969
O  1.81151  -20.88578  -12.37008
H  0.59664  -23.86339  -14.88437
H  0.31107  -22.49421  -13.94360
H  0.11218  -24.19183  -13.26895
H  2.70536  -24.37173  -13.44557
H  2.63744  -22.71681  -14.06488
H  1.90188  -20.64740  -9.91786
H  2.77888  -22.09455  -9.65103
H  0.98999  -22.22877  -9.73758
C  5.43925  -20.22036  -15.31708
C  4.66946  -20.35027  -16.61791
O  3.30045  -20.64567  -16.31655
C  2.46966  -19.62598  -16.12103
C  1.13305  -20.09013  -15.60368
O  2.70204  -18.46995  -16.35761
H  5.35074  -21.13508  -14.73552
H  5.16793  -19.31191  -14.78197
H  6.51481  -20.08179  -15.47056
H  4.67758  -19.41041  -17.17329
H  5.08468  -21.11418  -17.27050
H  1.30789  -20.82067  -14.81245
H  0.49974  -20.34452  -16.45025
H  0.64607  -19.26624  -15.08160
O  10.12991  -20.31373  -12.85746
C  10.94601  -19.62345  -13.39296
O  10.90422  -19.32042  -14.69685
C  11.65101  -18.13330  -14.90114
C  12.70019  -18.23051  -13.78300
O  12.02676  -19.06451  -12.82261
H  12.13023  -18.18752  -15.87549
H  11.05022  -17.23026  -14.79240
H  12.93239  -17.24281  -13.39985
H  13.56601  -18.77290  -14.15891
O  6.62866  -19.55483  -8.84191
C  5.78936  -19.24847  -8.04715
O  4.54255  -18.85328  -8.33641
C  3.76537  -18.73767  -7.17645
C  4.80400  -18.84143  -6.03711
O  5.94016  -19.38090  -6.71241
H  3.18204  -17.81881  -7.17582
H  3.07062  -19.57780  -7.06633
H  4.42756  -19.46185  -5.23121
H  5.01233  -17.83409  -5.67356
O  5.34032  -23.94831  -12.89051
C  6.04437  -23.20043  -12.28328
O  6.67637  -23.51253  -11.16086
C  7.34626  -22.37329  -10.59965
C  7.08545  -21.28551  -11.62120
O  6.16353  -21.87774  -12.53556
H  6.89594  -22.11038  -9.64321
H  8.40529  -22.58056  -10.50978
H  7.99694  -21.13669  -12.20851
H  6.68947  -20.33251  -11.28265
O  6.13561  -26.17271  -8.00889
C  5.57996  -26.17075  -9.07097
O  5.97437  -26.85801  -10.15077
C  5.02203  -26.75361  -11.21937
C  3.97537  -25.78626  -10.60740
O  4.47896  -25.47585  -9.31715
H  5.51371  -26.34701  -12.09990
H  4.63161  -27.74933  -11.42972
H  2.97786  -26.22034  -10.56095
H  3.93995  -24.87502  -11.20082
O  2.48973  -15.01613  -11.10928
C  2.69689  -16.14772  -11.40156
O  2.51979  -16.67209  -12.61691
C  2.78452  -18.08731  -12.59795
C  3.33269  -18.30859  -11.16825
O  3.14867  -17.06208  -10.53607
H  1.91175  -18.70557  -12.79247
H  3.55149  -18.27122  -13.34403
H  4.39046  -18.56757  -11.19792
H  2.72446  -19.05624  -10.66117
C  7.85713  -24.05520  -16.99515
C  7.76125  -22.78005  -16.17780
C  8.98502  -22.51950  -15.30245
C  9.29748  -23.45301  -14.22968
N  9.49795  -24.17598  -13.36178
H  7.03314  -24.12643  -17.70427
H  7.80855  -24.93948  -16.35451
H  8.80587  -24.08105  -17.53310
H  6.87418  -22.68539  -15.55047
H  7.72445  -21.99510  -16.93945
H  8.87451  -21.57448  -14.75650
H  9.84670  -22.36763  -15.95702
C  14.50820  -19.34886  -8.90161
C  13.00804  -19.59951  -8.58213
C  12.47393  -20.70330  -9.46969
C  11.11832  -21.11475  -9.12422
N  10.07164  -21.49526  -8.84715
H  14.60843  -18.98482  -9.92152
H  15.03306  -20.27940  -8.69537
H  14.87929  -18.59004  -8.21342
H  12.45622  -18.66003  -8.58409
H  12.92841  -19.97931  -7.55992
H  13.12996  -21.57474  -9.37014
H  12.53203  -20.49864  -10.54270
C  9.12455  -24.75072  -7.81496
C  9.21950  -25.20998  -9.27334
C  10.39092  -24.60183  -10.04995
C  11.67170  -24.65964  -9.33719
N  12.71176  -24.65700  -8.85316
H  8.92486  -23.67538  -7.73110
H  10.09793  -24.86635  -7.33729
H  8.27489  -25.21621  -7.32314
H  8.31510  -25.00406  -9.84287
H  9.34848  -26.28790  -9.15412
H  10.21675  -23.58911  -10.40384
H  10.57481  -25.20559  -10.94359

frontier orbital gap: 10.43 eV
DFT total energy: -80592.6453 eV
charge: 0
E_HOMO: -10.29 eV
energy above the lowest of the compared OMol25 structures with the same formula, charge and spin: 0.00 kJ/mol

[3]
Formula: C35H58CaN6O2S2Si4
Source: OMol25
Level of theory: the ωB97M-V functional and the def2-TZVPD basis

Geometry (Å):
Ca  -1.08643  -1.14326  -0.03439
C  1.62341  0.42333  7.16454
C  0.65490  0.81444  6.07982
C  0.46139  2.13950  5.69862
C  -0.39619  2.48745  4.67259
C  -1.13371  1.53079  3.92431
N  -1.88528  1.80188  2.84682
C  -2.48742  2.99875  2.67700
C  -3.01220  3.82473  3.70164
C  -3.71430  4.98314  3.42333
C  -3.94999  5.41845  2.12103
C  -4.71726  6.68123  1.82742
C  -3.44355  4.62502  1.09691
C  -2.73630  3.46985  1.36349
N  -2.22003  2.71282  0.26771
C  -1.01330  2.88409  -0.31367
C  -0.86609  1.88378  -1.24683
C  -2.06877  1.15616  -1.15533
N  -2.87575  1.66205  -0.22900
C  -0.93412  0.18388  4.34580
C  -0.06160  -0.14481  5.37085
N  -1.72277  -0.88419  3.81898
C  -2.38106  -1.77653  4.59536
C  -2.99151  -2.68247  3.76734
C  -2.64603  -2.25187  2.47630
N  -1.88238  -1.16791  2.51050
H  2.01895  1.30868  7.66593
H  2.47731  -0.13706  6.76918
H  1.15296  -0.20514  7.92571
H  1.00698  2.92487  6.21600
H  -0.50135  3.53059  4.40118
H  -2.88038  3.51427  4.73068
H  -4.10759  5.56717  4.25163
H  -5.11651  7.11306  2.74713
H  -5.56020  6.49508  1.15702
H  -4.08878  7.44124  1.35332
H  -3.59983  4.89935  0.05819
H  -0.37070  3.69282  -0.00996
H  -0.04654  1.69650  -1.91668
H  -2.39146  0.29530  -1.72732
H  0.05714  -1.19601  5.61680
H  -2.38198  -1.66432  5.66608
H  -3.61640  -3.51411  4.04117
H  -2.93763  -2.67700  1.52759
C  3.77811  -0.80575  2.45215
C  2.83092  0.28002  2.93279
S  1.57228  0.74613  1.71346
O  1.13310  -0.55650  1.10376
C  2.67120  1.49815  0.49381
C  3.10419  2.89410  0.91350
H  4.26017  -1.28434  3.30638
H  4.55866  -0.41577  1.79854
H  3.22231  -1.56725  1.90491
H  3.33166  1.20545  3.22709
H  2.24269  -0.05180  3.78641
H  2.04811  1.52384  -0.39667
H  3.50409  0.82504  0.29206
H  2.24122  3.49943  1.19970
H  3.61526  3.39294  0.08855
H  3.78950  2.86989  1.76309
C  0.30328  -3.98449  0.99243
O  -0.13869  -3.04698  0.10036
H  -0.28349  -4.01705  1.93292
H  1.35625  -3.81862  1.30487
H  0.27295  -5.01506  0.58194
C  3.63772  -1.24469  -4.56817
Si  2.58098  -0.59169  -3.12680
C  2.74776  1.29943  -3.33044
C  3.58183  -1.02685  -1.57469
Si  0.37571  -1.31444  -2.90790
Si  0.66451  -3.61473  -3.20540
C  2.07486  -4.31121  -2.15417
C  -0.91188  -4.54599  -2.76185
C  1.07631  -4.19364  -4.97835
Si  -0.49823  -0.68091  -4.97596
C  0.53676  -0.87237  -6.56689
C  -2.10848  -1.62095  -5.31184
C  -0.96848  1.16111  -4.97150
H  4.66291  -0.86143  -4.50026
H  3.22149  -0.94286  -5.53192
H  3.68301  -2.33691  -4.55320
H  3.80751  1.57939  -3.30394
H  2.23549  1.86096  -2.54869
H  2.33907  1.62683  -4.29103
H  4.42301  -0.33615  -1.43585
H  3.98731  -2.03942  -1.64821
H  2.94001  -0.99531  -0.69215
H  2.03268  -3.89713  -1.14499
H  3.04633  -4.07299  -2.59903
H  1.99209  -5.40135  -2.08486
H  -1.12346  -4.40001  -1.69975
H  -0.81131  -5.61568  -2.97728
H  -1.76496  -4.16107  -3.32792
H  1.99720  -3.74394  -5.35905
H  0.27161  -3.94454  -5.67598
H  1.20019  -5.28326  -4.98658
H  1.13923  -1.78161  -6.55987
H  1.21514  -0.02128  -6.68329
H  -0.11732  -0.90156  -7.44567
H  -1.90650  -2.67717  -5.51144
H  -2.63357  -1.20665  -6.17945
H  -2.77698  -1.57561  -4.44841
H  -0.07915  1.78524  -4.83924
H  -1.65375  1.38944  -4.15190
H  -1.45058  1.45424  -5.91078
S  -5.94316  -2.83147  -0.80656
C  -4.42313  -2.21870  -0.73191
N  -3.34120  -1.78005  -0.67370

frontier orbital gap: 5.52 eV
DFT total energy: -121897.5903 eV
charge: -2
E_HOMO: -1.80 eV
energy above the lowest of the compared OMol25 structures with the same formula, charge and spin: 0.00 kJ/mol

[4]
Formula: C35H58CrN3OP2
Source: OMol25
Level of theory: the ωB97M-V functional and the def2-TZVPD basis

Geometry (Å):
C  -2.69387  0.13952  -0.41072
C  -1.49479  -1.06447  -2.04824
C  -3.86429  -0.00109  -1.13697
C  -2.62208  -1.00990  -2.90473
C  -3.82085  -0.49805  -2.43617
H  -4.79643  0.27828  -0.63838
H  -2.53624  -1.47961  -3.88766
H  -4.71125  -0.48982  -3.05822
N  -1.50246  -0.30297  -0.87686
P  -1.31627  1.64400  1.57535
P  0.93543  -2.20830  -1.28818
C  -2.79068  0.69141  1.03046
H  -3.69669  1.31762  1.11675
H  -2.96147  -0.14748  1.74276
C  1.49060  0.87777  1.54601
O  2.21344  1.23207  2.40291
C  -0.44308  -1.96461  -2.36319
H  -0.57979  -2.53733  -3.29369
C  2.77870  -1.67459  -1.77630
C  0.80014  -4.11202  -1.25723
C  -1.66844  3.41103  0.96311
C  -1.49598  1.63872  3.47089
C  3.13694  -0.45487  -0.91879
H  3.15135  -0.70515  0.14988
H  4.15378  -0.11127  -1.16264
H  2.45274  0.38881  -1.07123
C  3.80928  -2.75828  -1.44386
H  3.77145  -3.04432  -0.38538
H  3.70520  -3.65774  -2.05952
H  4.81851  -2.35638  -1.63088
C  2.80317  -1.35612  -3.27041
H  3.84795  -1.18915  -3.57801
H  2.40939  -2.18235  -3.88032
H  2.24424  -0.44605  -3.51977
C  1.64419  -4.66859  -0.09739
H  1.49451  -4.09546  0.83429
H  1.32337  -5.70934  0.08647
H  2.71519  -4.66960  -0.32110
C  -0.66772  -4.50689  -1.03350
H  -1.08041  -4.10718  -0.09744
H  -1.30724  -4.16850  -1.85535
H  -0.71627  -5.60375  -0.98740
C  1.24085  -4.65056  -2.62275
H  0.60600  -4.27301  -3.43362
H  2.28071  -4.42146  -2.87065
H  1.14106  -5.74604  -2.59842
C  -0.55141  2.69463  4.06164
H  -0.57579  2.60663  5.15800
H  0.48669  2.52476  3.74767
H  -0.84198  3.72227  3.81803
C  -1.06558  0.27522  4.01778
H  -1.73810  -0.53473  3.70254
H  -0.03632  0.01715  3.73996
H  -1.10531  0.30820  5.11904
C  -2.93943  1.87887  3.93596
H  -3.64667  1.17344  3.48668
H  -2.97928  1.73217  5.02440
H  -3.29781  2.89126  3.74304
C  -2.12713  3.32934  -0.49496
H  -3.12974  2.88834  -0.57034
H  -2.17180  4.34585  -0.91709
H  -1.44380  2.73946  -1.11113
C  -0.37106  4.22057  1.10054
H  0.40750  3.88465  0.40784
H  -0.59550  5.27720  0.88908
H  0.03143  4.18387  2.11818
C  -2.77076  4.15073  1.73328
H  -3.71727  3.59791  1.74035
H  -2.48422  4.41537  2.75729
H  -2.96046  5.10286  1.21255
Cr  0.23742  0.25276  0.20648
N  0.80641  1.87467  -1.01879
C  0.96115  2.79808  -1.76038
C  0.88441  3.30715  -3.23960
C  0.54925  2.09835  -4.12970
C  -0.21498  4.34644  -3.40756
C  2.21542  3.92252  -3.64809
H  1.40672  1.41168  -4.16815
H  -0.28878  1.52606  -3.69981
H  0.27621  2.40215  -5.15479
H  0.01629  5.26511  -2.84860
H  -0.31251  4.58528  -4.48494
H  -1.17444  3.94547  -3.05156
H  2.17677  4.25559  -4.70120
H  2.44847  4.78244  -3.01293
H  3.01800  3.17827  -3.55088
N  -0.29769  -1.64495  1.40442
C  0.47876  -2.23261  2.47450
C  -0.20003  -2.93961  3.47583
C  0.51077  -3.39627  4.58470
C  1.89460  -3.20252  4.65745
C  2.57324  -2.57217  3.60657
C  1.86097  -2.09464  2.49978
H  -1.28766  -1.62550  1.66987
H  -0.29447  -2.27636  0.57856
H  -1.27685  -3.10106  3.37349
H  -0.02699  -3.90794  5.38270
H  2.44205  -3.55820  5.52720
H  3.65367  -2.44905  3.65017
H  2.38572  -1.62407  1.66097

2S+1: 5
frontier orbital gap (alpha / beta): 6.12 / 5.29 eV
DFT total energy: -90747.1663 eV
charge: +1
E_HOMO (alpha / beta): -8.82 / -8.87 eV
energy above the lowest of the compared OMol25 structures with the same formula, charge and spin: 56.60 kJ/mol

Among the records above, which one has the lowest charge? C35H58CaN6O2S2Si4

Which of these has the lowest charge? C35H58CaN6O2S2Si4

The highest DFT total energy belongs to which entry? C35H57N3O19